(1)
# C3H10N4

A cluster of 2 separate species, C3H10N4 in total (the ωB97M-V functional and the def2-TZVPD basis, the Open Molecules 2025 dataset).

Each line ends with the natural charge from an NBO analysis.
Positions of all 17 atoms, in Å:
H1 -1.84992 -1.37557 0.84366  0.27
N1 -1.70958 -1.49156 -0.19718  -0.32
N2 -0.71714 -0.99586 -0.69174  -0.08
C1 0.35253 -0.33601 0.07100  -0.14
C2 0.11778 1.18568 -0.18313  -0.61
C3 1.64957 -0.82417 -0.55484  -0.60
H2 0.42702 -0.42686 1.11500  0.19
H3 1.03214 1.59335 -0.05780  0.21
H4 -0.34231 1.28638 -1.16635  0.23
H5 -0.46126 1.77468 0.60234  0.21
H6 1.82302 -1.77054 -0.18364  0.21
H7 2.60847 -0.27944 -0.25227  0.21
H8 1.52241 -0.73818 -1.72362  0.23
H9 -3.01594 0.34285 0.35306  0.31
N3 -3.33804 0.95723 1.04836  -0.30
N4 -3.13223 2.10827 0.59423  -0.33
H10 -3.25627 2.96913 1.17380  0.32

Forces on the atoms, in the same order (eV/Å):
0.895 -0.090 -0.271
-1.381 -0.084 0.540
0.717 -0.349 0.257
-0.071 2.028 -1.453
-2.748 -1.024 0.930
0.669 2.794 -2.244
-0.638 -0.963 1.692
3.176 1.662 -0.484
0.299 0.498 0.042
0.054 -1.378 -1.002
0.272 -2.511 0.045
-1.571 -0.119 -0.336
0.512 -0.563 2.324
0.194 -1.200 -1.743
-0.384 3.865 2.061
0.816 -1.086 -1.093
-0.812 -1.481 0.736

Output
E_HOMO: -9.1043 eV
Structure (SMILES): [H]/N=N\C(C)C.[H]/N=N/[H]
Lowest unoccupied orbital energy: 0.49 eV
Kohn-Sham gap: 9.598 eV
Energy above the lowest of the compared OMol25 structures with the same formula, charge and spin: 4.415 eV

=====

(2)
# C3H10N4O

A cluster of 2 separate species, C3H10N4O in total (the ωB97M-V functional and the def2-TZVPD basis, the Open Molecules 2025 dataset).

Each line ends with the natural charge from an NBO analysis.
Positions of all 18 atoms, in Å:
N1 -2.09197 -0.20848 2.42299  -0.85
C1 -1.71883 0.26668 1.14124  -0.04
C2 -0.73242 1.21340 0.98775  -0.08
N2 0.01335 1.44622 -0.22567  -0.91
H1 -1.37545 -0.82972 2.87870  0.38
H2 -2.99164 -0.72704 2.42411  0.37
H3 -2.21430 -0.33395 0.36723  0.17
H4 -0.58964 1.93176 1.81483  0.18
H5 1.01241 1.15926 -0.07458  0.40
H6 -0.01153 2.34046 -0.67875  0.38
N3 0.26283 -1.26177 -1.22656  -0.88
C3 1.36596 -0.76970 -1.85864  0.79
N4 2.35729 -0.27941 -0.92076  -0.89
O1 1.55195 -0.62678 -3.05473  -0.62
H7 -0.36727 -1.64034 -1.92180  0.39
H8 -0.20307 -0.64234 -0.55445  0.42
H9 2.45046 -0.87533 -0.12915  0.38
H10 3.28188 -0.16293 -1.39176  0.40

Forces on the atoms, in the same order (eV/Å):
-0.205 -0.902 1.072
1.552 0.067 -0.046
-1.621 0.136 -0.013
0.608 -1.378 0.750
-0.997 1.186 -0.774
1.047 0.628 -0.099
0.652 0.605 -0.490
0.227 -0.831 0.002
-1.288 0.552 -0.428
-0.256 0.451 0.331
-0.652 -0.816 -0.348
1.850 1.861 0.277
0.394 -0.225 -1.822
-0.397 -0.743 0.735
-0.199 0.142 0.166
0.559 -0.245 -0.444
0.019 -0.444 0.648
-1.294 -0.042 0.485

Output
E_HOMO: -8.6891 eV
Structure (SMILES): N/C=C/N.NC(N)=O
Lowest unoccupied orbital energy: 0.84 eV
Kohn-Sham gap: 9.525 eV
Energy above the lowest of the compared OMol25 structures with the same formula, charge and spin: 1.660 eV

=====

(3)
# C3H10N4O

A structure of composition C3H10N4O (the ωB97M-V functional and the def2-TZVPD basis, the Open Molecules 2025 dataset).

Each line ends with the natural charge from an NBO analysis.
Positions of all 18 atoms, in Å:
C1 0.17479 -1.07826 1.25649  -0.12
C2 0.47166 0.86773 1.57734  -0.71
N1 1.04609 -1.65533 0.37454  -0.81
H1 1.99866 -1.69611 0.72103  0.36
H2 1.03150 -1.20446 -0.58228  0.39
H3 -0.86038 -1.07112 0.93427  0.20
H4 0.31832 -1.38226 2.28776  0.20
H5 1.53049 0.82370 1.82676  0.17
H6 -0.15916 0.80654 2.45869  0.19
H7 0.31694 1.87429 1.21562  0.23
C3 -1.30359 0.65292 -0.93736  0.72
N2 -1.66743 0.16699 -2.15487  -0.82
N3 0.07322 1.00589 -0.83628  -0.16
N4 0.92426 0.25590 -1.43254  -0.41
O1 -2.09292 0.89807 -0.04735  -0.59
H8 -0.97311 -0.03958 -2.85276  0.41
H9 -2.64486 0.01162 -2.33174  0.41
H10 1.81552 0.76346 -1.47730  0.34

Forces on the atoms, in the same order (eV/Å):
-0.273 3.046 -0.087
-0.088 -1.936 1.381
0.783 -0.209 -1.308
-0.131 -0.058 -0.013
-0.031 -0.925 1.140
-0.025 -0.226 0.128
-0.023 0.119 -0.061
0.131 -0.212 0.289
0.230 0.135 0.487
-0.473 -0.334 -0.951
-1.183 -0.434 0.151
0.308 0.057 0.138
2.465 -0.328 -1.727
-2.042 1.401 0.325
0.459 -0.126 -0.358
-0.102 -0.023 0.058
0.080 0.002 0.028
-0.085 0.052 0.380

Output
E_HOMO (alpha / beta): -8.2325 / -8.2330 eV
Lowest unoccupied orbital energy (alpha / beta): -0.36 / -0.36 eV
Kohn-Sham gap (alpha / beta): 7.870 / 7.871 eV
Energy above the lowest of the compared OMol25 structures with the same formula, charge and spin: 4.896 eV

=====

(4)
# C3H10N4S

The molecule C3H10N4S (the ωB97M-V functional and the def2-TZVPD basis, the Open Molecules 2025 dataset).

Each line ends with the natural charge from an NBO analysis.
Positions of all 18 atoms, in Å:
N1 0.06142 -1.30478 1.33339  -0.67
N2 0.19582 -1.74564 0.02475  -0.46
C1 1.16295 -0.88424 -0.60118  -0.24
C2 0.54373 0.34967 -1.31548  -0.39
C3 -0.25237 1.51151 -0.57192  -0.28
N3 -1.56338 1.02753 -0.14438  -0.20
N4 -1.73781 1.09292 1.10901  -0.31
S1 -3.33143 0.65185 1.60450  0.20
H1 -0.14884 -0.31984 1.55441  0.34
H2 -0.68835 -1.88857 1.64829  0.35
H3 -0.66814 -1.90588 -0.49184  0.34
H4 1.67190 -1.30069 -1.38108  0.19
H5 1.93138 -0.62666 0.03191  0.21
H6 -0.21950 0.14106 -1.98203  0.20
H7 1.42758 0.94906 -1.84352  0.20
H8 0.43546 1.98842 0.25907  0.19
H9 -0.27840 2.25616 -1.45788  0.23
H10 -2.91426 0.86211 2.87206  0.12

Forces on the atoms, in the same order (eV/Å):
-0.542 -0.689 1.958
1.461 0.212 -0.959
-3.430 1.469 -1.435
2.464 3.010 1.465
2.938 0.548 0.155
-0.200 0.807 1.868
0.448 0.301 -2.726
0.695 -0.004 0.427
-0.270 -0.431 -0.939
-0.278 0.048 1.185
0.113 0.720 0.010
1.138 -2.003 -2.251
1.300 0.706 2.095
-0.889 -1.416 -2.056
-1.823 -1.414 0.767
-1.719 -0.836 -1.195
-0.852 -0.860 1.772
-0.554 -0.169 -0.141

Output
E_HOMO: -7.8588 eV
Structure (SMILES): NNCCC/N=N/S
Lowest unoccupied orbital energy: 0.33 eV
Kohn-Sham gap: 8.185 eV
Energy above the lowest of the compared OMol25 structures with the same formula, charge and spin: 3.116 eV

=====

(5)
# C3H10N5

A cluster of 2 separate species, C3H10N5 in total (the ωB97M-V functional and the def2-TZVPD basis, the Open Molecules 2025 dataset).

Each line ends with the natural charge from an NBO analysis.
Positions of all 18 atoms, in Å:
C1 1.57881 -0.72706 -0.40810  -0.62
C2 1.92171 0.34219 0.60299  -0.39
C3 0.76625 0.22291 1.59396  -0.30
N1 -3.30114 -0.70902 -0.11455  -0.26
N2 -0.52586 0.56950 1.10515  0.02
N3 -1.19444 -0.11370 0.30300  0.06
N4 -1.73725 0.89699 -1.89359  -0.51
N5 -2.25833 -0.07815 -0.19134  0.28
H1 0.57127 -0.62233 -0.73558  0.18
H2 2.22591 -0.50818 -1.25424  0.24
H3 1.73429 -1.68662 0.05688  0.23
H4 2.00988 1.46036 0.14002  0.23
H5 2.89125 0.17560 1.23910  0.26
H6 0.72981 -0.69704 2.07226  0.24
H7 1.02676 0.93259 2.47863  0.25
H8 -3.90148 -0.67916 -0.94877  0.41
H9 -1.76345 0.06537 -2.44888  0.35
H10 -0.77399 1.15575 -1.59695  0.36

Forces on the atoms, in the same order (eV/Å):
2.142 1.032 -0.562
0.661 1.741 0.305
1.454 3.220 2.059
0.619 0.009 0.552
-2.909 0.987 -0.707
8.648 -1.057 5.600
-1.001 0.298 2.846
-6.155 1.710 -6.614
-0.546 -0.162 -0.392
0.033 -0.885 -0.354
0.095 -0.505 -0.308
-0.352 -2.699 1.131
-1.758 0.163 -1.459
-0.036 -2.283 0.368
-1.121 -0.764 -1.567
0.195 0.573 0.263
0.564 -0.855 -0.654
-0.531 -0.524 -0.506

Output
E_HOMO (alpha / beta): -14.4272 / -14.4116 eV
Charge: +1
Lowest unoccupied orbital energy (alpha / beta): -6.99 / -7.49 eV
Kohn-Sham gap (alpha / beta): 7.433 / 6.921 eV
Energy above the lowest of the compared OMol25 structures with the same formula, charge and spin: 9.570 eV

=====

(6)
# C3H10N5Os

A structure of composition C3H10N5Os (the ωB97M-V functional and the def2-TZVPD basis, the Open Molecules 2025 dataset).

Each line ends with the Löwdin spin population.
Positions of all 19 atoms, in Å:
C1 2.29611 1.04666 -0.14801  0.04
Os1 -0.88365 0.04668 -0.97842  3.19
N1 -1.18764 -1.89674 -0.56172  0.17
N2 0.20968 -0.24990 -2.69254  0.11
H1 -2.13721 -1.98002 -0.18344  0.02
H2 2.20294 0.00903 -0.08242  0.00
H3 2.76549 1.45650 0.78409  0.00
H4 1.21532 1.43430 -0.41885  0.04
H5 3.12602 1.33384 -0.83656  0.00
H6 -0.41775 -0.21796 -3.50433  0.03
H7 0.73159 -1.13457 -2.77888  0.01
H8 0.95783 0.41771 -2.92077  0.02
H9 -1.19485 -2.55357 -1.33855  0.01
H10 -0.60124 -2.36588 0.13693  0.02
N3 -0.87205 0.36681 0.85564  0.17
C2 -1.10450 0.69252 1.98807  0.05
N4 -1.66349 1.29840 2.96080  0.07
C3 -1.66803 1.15422 4.27320  0.00
N5 -1.77457 1.14197 5.44576  0.04

Forces on the atoms, in the same order (eV/Å):
-0.001 2.531 -0.245
0.778 3.523 -1.315
-0.933 -4.587 0.512
1.393 -0.330 -2.487
0.073 -0.052 0.201
0.224 -1.820 0.235
-1.357 -0.358 -0.338
2.437 0.034 0.610
-1.158 -0.334 -0.315
0.224 -0.027 -0.006
-0.491 0.053 0.159
-0.444 0.276 0.254
-0.019 -0.200 -0.165
-0.032 0.351 0.170
-0.440 0.752 3.610
-2.034 1.622 1.008
1.819 -1.163 -1.926
-0.381 -0.215 2.779
0.344 -0.055 -2.741

Output
E_HOMO (alpha / beta): -11.7282 / -12.0706 eV
Charge: +1
<S²>: 6.014
Lowest unoccupied orbital energy (alpha / beta): -4.28 / -6.43 eV
2S+1: 5
Kohn-Sham gap (alpha / beta): 7.446 / 5.644 eV

=====

| no. | strongest force on any atom (eV Å⁻¹) |
| --- | --- |
| 1 | 4.4 |
| 2 | 2.6 |
| 3 | 3.1 |
| 4 | 4.2 |
| 5 | 10.4 |
| 6 | 4.7 |